(1)
C24H39Cl2N2O4P2Ru | ωB97M-V/def2-TZVPD

Properties
Calculated total energy   -82866.920 eV
Strongest force on any atom   2.9 eV/Å
Gap between HOMO and LUMO (spin up / spin down)   7.5 / 4.8 eV

```
! RIJCOSX wB97M-V def2-TZVPD def2/J DEFGRID3
* xyz 3 5
Ru 0.124 0.074 -0.044
C -2.730 0.453 -1.693
O -1.709 1.065 -0.911
C -1.449 2.403 -1.339
C -0.284 2.956 -0.524
O 0.919 2.239 -0.768
C 1.561 2.608 -1.985
H -3.653 1.034 -1.599
H -2.893 -0.555 -1.318
H -2.442 0.410 -2.749
H -2.346 3.014 -1.184
H -1.210 2.406 -2.411
H -0.500 2.842 0.551
H -0.139 4.017 -0.753
H 1.960 3.624 -1.886
H 0.885 2.569 -2.841
H 2.376 1.908 -2.160
C 3.037 -1.993 -0.645
P 2.134 -0.958 0.536
C 1.660 -2.149 1.838
N 2.413 -3.156 2.118
C 2.157 -4.039 3.068
C 2.979 -5.134 3.369
C 2.637 -5.999 4.376
C 1.458 -5.809 5.124
C 0.624 -4.751 4.864
C 0.935 -3.837 3.849
N 0.184 -2.793 3.530
C 0.457 -1.954 2.589
P -0.686 -0.594 2.111
C -0.773 0.446 3.608
C -2.370 -1.467 2.009
C -3.367 -0.334 1.745
C -2.731 -2.215 3.281
C -2.275 -2.430 0.827
C 3.391 0.155 1.425
C 2.598 1.110 2.315
C 4.370 -0.670 2.245
C 4.119 0.925 0.330
H 3.945 -2.366 -0.172
H 3.294 -1.399 -1.524
H 2.415 -2.836 -0.951
H 3.881 -5.270 2.791
H 3.274 -6.839 4.610
H 1.212 -6.510 5.908
H -0.283 -4.600 5.435
H -1.006 -0.183 4.470
H -1.560 1.187 3.473
H 0.160 0.976 3.794
H -3.610 0.205 2.658
H -4.298 -0.750 1.365
H -2.984 0.376 1.011
H -2.911 -1.547 4.119
H -1.964 -2.938 3.561
H -3.647 -2.778 3.106
H -1.845 -1.943 -0.054
H -3.264 -2.802 0.566
H -1.651 -3.292 1.060
H 2.230 0.598 3.203
H 1.758 1.560 1.765
H 3.249 1.918 2.649
H 3.893 -1.175 3.081
H 5.122 0.001 2.659
H 4.898 -1.405 1.644
H 3.421 1.511 -0.265
H 4.693 0.268 -0.317
H 4.824 1.613 0.794
Cl 1.683 -2.211 -4.400
C 0.050 -2.043 -3.726
Cl -0.982 -1.013 -4.724
C 0.217 -1.409 -2.306
O 0.554 -0.219 -2.229
O 0.026 -2.133 -1.323
H -0.408 -3.032 -3.628
*
```

Atom charges from the Mulliken analysis, given in e for atoms 1 to 6:
1. Ru 1.094
2. C -0.892
3. O 0.281
4. C -0.403
5. C -0.883
6. O -0.208



(2)
C3H7ClS2Si | ωB97M-V/def2-TZVPD

Properties
Calculated total energy   -45293.713 eV
Strongest force on any atom   4.3 eV/Å
ΔE to the lowest compared entry with this formula, charge and spin   406.7 kJ/mol
Gap between HOMO and LUMO (spin up / spin down)   6.6 / 6.6 eV

```
! RIJCOSX wB97M-V def2-TZVPD def2/J DEFGRID3
* xyz 0 1
C 0.806 0.000 -1.638
C 0.246 -1.406 -1.621
C -1.332 1.903 2.016
Si 0.456 -0.637 1.122
S 1.914 0.267 -0.235
S -0.870 -1.673 -0.135
Cl 1.374 -1.806 2.519
H 1.530 0.203 -2.407
H -0.048 0.600 -1.465
H -0.419 -1.364 -2.512
H 0.793 -2.369 -1.573
H -1.811 1.657 1.168
H -1.866 1.917 2.896
H -0.775 2.710 1.865
*
```

Atom charges from the Mulliken analysis, given in e for atoms 1 to 6:
1. C -0.595
2. C -0.524
3. C -1.016
4. Si 0.378
5. S -0.208
6. S -0.151



(3)
C16H27Br2Cl12NO3 | ωB97M-V/def2-TZVPD

Properties
SMILES string   C=C[C@@]1(Br)OC(=O)O[C@]1(CCN)C[C@H](C)Br.ClCCl.ClCCl.ClCCl.ClCCl.ClCCl.ClCCl
Calculated total energy   -315014.882 eV
Strongest force on any atom   2.5 eV/Å
Gap between HOMO and LUMO   9.1 eV

```
! RIJCOSX wB97M-V def2-TZVPD def2/J DEFGRID3
* xyz 0 1
C 0.873 0.396 3.440
C 0.754 0.047 2.152
C 1.845 -0.470 1.323
Br 2.633 1.207 0.476
O 2.960 -1.000 1.989
C 3.740 -1.520 0.965
O 4.924 -1.778 1.099
O 2.990 -1.694 -0.128
C 1.561 -1.566 0.295
C 1.267 -2.979 0.831
C 0.691 -3.106 2.242
N 0.787 -4.524 2.665
C 0.853 -1.109 -0.981
C -0.553 -1.638 -1.270
C -1.495 -1.745 -0.053
Br -0.539 -3.303 -2.315
H 1.727 0.949 3.801
H 0.100 0.176 4.159
H -0.193 0.195 1.653
H 2.168 -3.578 0.821
H 0.571 -3.496 0.180
H -0.362 -2.851 2.284
H 1.236 -2.527 2.974
H 1.177 -5.097 1.930
H -0.125 -4.903 2.866
H 1.480 -1.444 -1.798
H 0.815 -0.030 -1.073
H -0.997 -0.925 -1.951
H -1.828 -2.776 -0.008
H -1.027 -1.540 0.896
H -2.411 -1.170 -0.156
C -2.787 1.651 -3.461
Cl -3.100 0.842 -1.915
Cl -1.051 1.819 -3.755
H -3.221 1.055 -4.255
H -3.240 2.637 -3.444
C 7.122 -0.168 3.060
Cl 6.171 1.302 3.308
Cl 7.687 -0.854 4.589
H 6.499 -0.899 2.557
H 7.985 0.077 2.452
C 5.474 1.229 -2.071
Cl 4.486 2.692 -1.993
Cl 4.660 -0.066 -2.954
H 6.403 1.466 -2.577
H 5.667 0.890 -1.060
C -4.267 -5.407 0.113
Cl -4.061 -4.498 -1.386
Cl -2.869 -5.236 1.188
H -5.145 -5.037 0.628
H -4.385 -6.455 -0.131
C -4.455 4.970 -1.016
Cl -2.713 5.207 -0.847
Cl -4.831 3.742 -2.234
H -4.858 4.643 -0.065
H -4.908 5.905 -1.318
C -6.468 8.575 -2.570
Cl -6.839 6.902 -3.009
Cl -4.889 8.712 -1.787
H -6.462 9.176 -3.471
H -7.227 8.929 -1.884
*
```

Atom charges from the Mulliken analysis, given in e for atoms 1 to 6:
1. C -0.991
2. C -0.387
3. C 0.016
4. Br -0.164
5. O -0.368
6. C 0.491



(4)
C21H23F3N4O3 | ωB97M-V/def2-TZVPD

Properties
SMILES string   CN(CC(=O)Nc1ccccc1N1CCOCC1)CC(=O)Nc1ccc(F)c(F)c1F
Calculated total energy   -42405.973 eV
Strongest force on any atom   0.6 eV/Å
Gap between HOMO and LUMO   8.5 eV

```
! RIJCOSX wB97M-V def2-TZVPD def2/J DEFGRID3
* xyz 0 1
C 3.311 2.276 -0.975
N 1.943 2.274 -0.486
C 1.880 2.435 0.964
C 0.640 1.762 1.563
O -0.071 2.304 2.376
N 0.502 0.493 1.108
C -0.508 -0.442 1.362
C -1.670 -0.130 2.053
C -2.667 -1.080 2.190
C -2.515 -2.335 1.630
C -1.346 -2.662 0.961
C -0.323 -1.734 0.835
N 0.893 -1.987 0.158
C 0.889 -3.012 -0.871
H 0.013 -2.880 -1.506
C 2.162 -2.833 -1.700
H 2.237 -3.606 -2.466
O 3.320 -2.954 -0.904
C 3.311 -2.018 0.146
C 2.060 -2.166 1.013
H 2.059 -1.425 1.813
H 2.060 -3.170 1.469
H 4.214 -2.204 0.730
H 3.349 -0.997 -0.269
H 2.143 -1.843 -2.182
H 0.886 -4.028 -0.445
H -1.233 -3.648 0.540
H -3.301 -3.070 1.717
H -3.570 -0.830 2.725
H -1.787 0.857 2.467
H 1.166 0.180 0.408
H 1.876 3.491 1.271
H 2.752 1.954 1.416
C 1.154 3.302 -1.153
C -0.338 3.132 -0.888
O -1.056 4.028 -0.524
N -0.750 1.860 -1.170
C -1.991 1.287 -0.934
C -3.043 1.938 -0.297
C -4.235 1.280 -0.065
C -4.399 -0.034 -0.464
C -3.369 -0.706 -1.114
C -2.181 -0.035 -1.346
F -1.168 -0.669 -1.980
F -3.512 -1.977 -1.512
F -5.555 -0.670 -0.224
H -5.049 1.777 0.436
H -2.906 2.958 0.023
H -0.034 1.224 -1.501
H 1.439 4.319 -0.841
H 1.313 3.218 -2.233
H 3.828 3.228 -0.792
H 3.870 1.479 -0.488
H 3.306 2.086 -2.048
*
```

Atom charges from the Mulliken analysis, given in e for atoms 1 to 6:
1. C -1.318
2. N 0.315
3. C -1.064
4. C 0.577
5. O -0.679
6. N 0.688



(5)
H5N3S2 | ωB97M-V/def2-TZVPD

Properties
SMILES string   NN(S)NS
Calculated total energy   -26217.861 eV
Strongest force on any atom   3.4 eV/Å
ΔE to the lowest compared entry with this formula, charge and spin   209.3 kJ/mol
Gap between HOMO and LUMO   9.2 eV

```
! RIJCOSX wB97M-V def2-TZVPD def2/J DEFGRID3
* xyz 0 1
N 0.167 0.004 1.653
N 0.624 0.617 -0.645
N -0.187 -0.325 0.320
S 1.281 -0.062 -2.006
S -1.824 -0.238 -0.127
H -0.309 0.731 2.240
H 0.352 -0.928 2.226
H 1.313 1.218 -0.135
H 0.162 0.208 -2.507
H -1.579 -1.224 -1.017
*
```

Atom charges from the Mulliken analysis, given in e for atoms 1 to 6:
1. N -0.563
2. N -0.293
3. N 0.065
4. S -0.102
5. S -0.124
6. H 0.229



(6)
C36H42N3O6 | ωB97M-V/def2-TZVPD

Properties
SMILES string   COC(=O)C1=C(C)[NH2+]C(C)=C(C(=O)OC(C)(C)CN(C)CCC(c2ccccc2)c2ccccc2)[C@@H]1c1cccc([N+](=O)[O-])c1
Calculated total energy   -54760.673 eV
Strongest force on any atom   1.2 eV/Å
Gap between HOMO and LUMO   8.2 eV

```
! RIJCOSX wB97M-V def2-TZVPD def2/J DEFGRID3
* xyz 1 1
C 2.833 -3.231 5.033
H 2.562 -4.149 4.510
H 3.897 -3.042 4.885
H 2.598 -3.309 6.091
O 2.060 -2.137 4.536
C 2.193 -1.868 3.244
O 2.913 -2.452 2.482
C 1.307 -0.739 2.794
C 1.213 0.427 3.422
C 1.871 0.865 4.682
H 1.125 1.052 5.456
H 2.544 0.100 5.052
H 2.437 1.783 4.524
N 0.403 1.489 2.808
H 0.059 2.124 3.538
C -0.733 1.026 1.992
C -0.631 -0.137 1.359
C 0.556 -1.048 1.521
C 0.107 -2.497 1.551
C 0.518 -3.379 0.567
C 0.094 -4.699 0.621
C -0.715 -5.162 1.648
C -1.123 -4.273 2.626
C -0.719 -2.948 2.575
H -1.049 -2.259 3.339
H -1.761 -4.610 3.428
H -1.019 -6.198 1.659
N 0.488 -5.599 -0.444
O 0.903 -5.089 -1.461
O 0.356 -6.783 -0.252
H 1.162 -3.064 -0.239
H 1.228 -0.928 0.663
C -1.733 -0.633 0.448
O -2.899 -0.490 0.713
O -1.205 -1.189 -0.614
C -2.036 -1.778 -1.666
C -1.037 -2.315 -2.683
H -0.438 -1.496 -3.068
H -0.388 -3.064 -2.239
H -1.573 -2.770 -3.510
C -2.885 -2.899 -1.070
H -3.380 -3.442 -1.868
H -3.639 -2.500 -0.397
H -2.254 -3.592 -0.518
C -2.941 -0.709 -2.312
N -2.181 0.279 -3.067
C -2.717 0.482 -4.401
H -3.691 0.992 -4.394
H -2.829 -0.484 -4.889
H -2.017 1.070 -4.989
C -2.013 1.523 -2.335
C -1.044 2.480 -3.030
H -1.532 2.929 -3.896
H -0.180 1.926 -3.395
C -0.609 3.630 -2.116
C 0.303 3.270 -0.974
C 0.477 4.220 0.035
C 1.395 4.033 1.047
C 2.154 2.859 1.091
C 1.993 1.910 0.079
C 1.065 2.106 -0.926
H 0.959 1.356 -1.694
H 2.616 1.027 0.077
H 2.966 2.760 1.800
H 1.540 4.798 1.795
H -0.089 5.139 -0.007
C 0.107 4.686 -2.943
C -0.509 5.896 -3.227
C 0.134 6.846 -4.001
C 1.403 6.597 -4.495
C 2.025 5.392 -4.212
C 1.381 4.443 -3.440
H 1.875 3.507 -3.222
H 3.014 5.191 -4.595
H 1.905 7.338 -5.097
H -0.358 7.782 -4.219
H -1.502 6.096 -2.849
H -1.514 4.087 -1.698
H -1.612 1.273 -1.347
H -2.981 2.036 -2.182
H -3.563 -0.243 -1.538
H -3.612 -1.245 -2.985
C -1.850 2.006 1.958
H -2.227 2.192 2.964
H -2.672 1.615 1.368
H -1.517 2.953 1.532
H 1.055 2.079 2.154
*
```

Atom charges from the Mulliken analysis, given in e for atoms 1 to 6:
1. C -0.775
2. H 0.314
3. H 0.340
4. H 0.256
5. O -0.319
6. C 0.026



(7)
C14H32Cl2LaNO2P2 | ωB97M-V/def2-TZVPD

Properties
Calculated total energy   -65084.336 eV
Strongest force on any atom   13.5 eV/Å
ΔE to the lowest compared entry with this formula, charge and spin   1080.9 kJ/mol
Gap between HOMO and LUMO (spin up / spin down)   6.1 / 6.4 eV

```
! RIJCOSX wB97M-V def2-TZVPD def2/J DEFGRID3
* xyz 2 1
C -1.905 -1.331 -2.085
C -0.489 -0.821 -1.836
H -1.889 -2.016 -2.937
H -2.544 -0.472 -2.316
H -2.340 -1.795 -1.199
O 0.328 -0.886 -2.742
Cl -2.318 0.336 0.565
La 0.000 0.000 0.000
P -0.158 2.175 -0.914
C 1.327 2.708 -1.833
C -1.527 2.394 -2.100
H -1.592 3.439 -2.420
H -0.713 4.400 -0.125
H -2.457 2.102 -1.606
H -1.216 3.109 1.021
H 1.546 1.977 -2.616
H -1.361 1.756 -2.972
C -0.427 3.455 0.349
H 1.172 3.693 -2.285
H 0.490 3.571 0.930
H 2.175 2.754 -1.144
P 0.008 -2.042 1.209
C 1.625 -2.884 1.121
C -0.291 -1.813 2.989
H -2.202 -2.955 0.787
H -1.071 -4.225 1.317
H -1.003 -3.598 -0.354
C -1.182 -3.333 0.692
H -1.056 -1.048 3.132
H -0.606 -2.760 3.441
H 1.592 -3.834 1.662
H 2.371 -2.220 1.565
H 0.642 -1.462 3.437
H 1.888 -3.072 0.076
Cl 0.681 0.975 2.259
O 2.376 -0.298 -0.542
C 3.438 0.254 -0.233
C 3.471 1.485 0.639
C 4.112 1.237 2.005
C 5.640 1.207 1.955
C 6.261 0.095 1.106
C 5.927 0.186 -0.391
N 4.593 -0.301 -0.689
H 3.983 2.328 0.127
H 2.446 1.819 0.797
H 3.848 2.098 2.659
H 3.695 0.318 2.472
H 6.004 2.190 1.579
H 6.010 1.094 2.998
H 7.361 0.224 1.208
H 5.999 -0.910 1.501
H 6.075 1.219 -0.774
H 6.646 -0.475 -0.923
H 4.523 -1.140 -1.286
*
```

Atom charges from the Mulliken analysis, given in e for atoms 1 to 6:
1. C -1.178
2. C 1.144
3. H 0.431
4. H 0.283
5. H 0.270
6. O -0.444



(8)
C5H10O | ωB97M-V/def2-TZVPD

Properties
SMILES string   OCCC1CC1
Calculated total energy   -7393.490 eV
Strongest force on any atom   0.4 eV/Å
ΔE to the lowest compared entry with this formula, charge and spin   123.0 kJ/mol
Gap between HOMO and LUMO   11.4 eV

```
! RIJCOSX wB97M-V def2-TZVPD def2/J DEFGRID3
* xyz 0 1
O -1.291 0.831 -2.101
C -0.284 1.471 -1.341
C 0.581 0.476 -0.581
C -0.210 -0.291 0.471
C 0.349 -0.572 1.839
C 0.213 -1.680 0.837
H -1.698 0.151 -1.549
H -0.718 2.206 -0.642
H 0.328 2.021 -2.062
H 1.429 1.003 -0.126
H 0.993 -0.228 -1.315
H -1.286 -0.134 0.458
H 1.351 -0.224 2.065
H -0.320 -0.566 2.696
H 1.114 -2.035 0.343
H -0.551 -2.430 1.008
*
```

Atom charges from the Mulliken analysis, given in e for atoms 1 to 6:
1. O -0.496
2. C -0.577
3. C -0.561
4. C 0.094
5. C -0.695
6. C -0.752